# 1
{
  "formula": "C10H18N2O2S",
  "method": "wB97M-V/def2-TZVPD",
  "symbols": ["C", "C", "C", "C", "C", "C", "C", "C", "C", "C", "N", "N", "O", "O", "S", "H", "H", "H", "H", "H", "H", "H", "H", "H", "H", "H", "H", "H", "H", "H", "H", "H", "H"],
  "coordinates": [[1.8401, 1.9640, -0.1703], [0.6791, 1.5128, -0.7481], [2.4963, 1.3548, 0.9934], [-0.0721, 0.1997, -0.3731], [1.4843, -0.0188, 1.4458], [-4.0361, -0.2754, 1.3068], [3.0435, -0.7219, -1.7773], [-1.6379, 0.3883, -0.6576], [-3.7426, -0.8458, -0.0893], [-2.2761, -0.9084, -0.2572], [0.1901, 0.0325, 1.0473], [3.9542, 0.9613, 0.2379], [2.3619, -1.0572, 0.7797], [4.7552, -1.3602, 0.0669], [3.6534, -0.4813, -0.0481], [2.3567, 2.7708, -0.6181], [0.2655, 1.9808, -1.7260], [2.7759, 1.8677, 1.8497], [0.2231, -0.6355, -1.0158], [1.4293, -0.0404, 2.6066], [-3.0787, -0.2725, 1.7882], [-4.6826, -0.8990, 1.9075], [-4.4592, 0.6774, 1.1788], [3.0662, -1.7564, -2.1705], [1.9439, -0.4304, -1.8161], [3.7388, -0.1703, -2.3378], [-2.1130, 1.2379, -0.1189], [-1.6898, 0.4940, -1.6808], [-4.2022, -0.2342, -0.7822], [-4.1754, -1.7533, -0.1461], [-1.9368, -1.4001, 0.6909], [-1.7710, -1.5382, -0.9294], [-0.3841, -0.6429, 1.5631]],
  "e_tot_ev": -28567.0184,
  "gap_ev": 9.619,
  "lumo_ev": 0.7,
  "relative_energy_ev": 5.520
}


# 2
{
  "formula": "C10H18N2O4",
  "method": "wB97M-V/def2-TZVPD",
  "symbols": ["N", "C", "C", "C", "C", "C", "C", "C", "O", "O", "C", "O", "O", "C", "C", "N", "H", "H", "H", "H", "H", "H", "H", "H", "H", "H", "H", "H", "H", "H", "H", "H", "H", "H"],
  "coordinates": [[-2.0433, -2.6005, -0.1373], [-1.2037, -2.9385, -1.3159], [0.1270, -2.1165, -1.2158], [-0.2199, -0.6043, -1.2894], [0.6893, 0.2986, -0.3959], [0.6708, 1.7851, -0.7989], [-0.6868, 2.4495, -0.2507], [-1.0455, 3.8611, -0.9011], [-0.5320, 3.6529, 0.4885], [2.0355, -0.1116, -0.8663], [2.9120, -0.0745, 0.1901], [4.0317, -0.3485, 0.1353], [2.2366, 0.3487, 1.3363], [0.8817, -0.0812, 1.0674], [-0.0971, 0.4294, 2.1547], [0.2892, -0.1067, 3.4679], [-2.2556, -3.4129, 0.4292], [-2.8911, -2.1551, -0.4689], [-1.7153, -2.5707, -2.2305], [-1.0245, -4.0275, -1.3643], [0.6273, -2.4272, -0.2837], [0.7964, -2.4034, -2.0502], [0.0146, -0.2814, -2.3270], [-1.2931, -0.3813, -1.1444], [0.6464, 1.9368, -1.8920], [1.4789, 2.3709, -0.3233], [-1.5305, 1.7639, -0.0129], [-0.3019, 3.7653, -1.6959], [-2.1327, 3.8344, -0.9961], [0.9479, -1.1680, 1.2751], [0.0366, 1.5321, 2.2251], [-1.1598, 0.2643, 1.9069], [0.7470, -1.0120, 3.3991], [0.9639, 0.5287, 3.8849]],
  "e_tot_ev": -21829.4043,
  "gap_ev": 10.163,
  "lumo_ev": 0.6,
  "smiles": "NCCC[C@]1(C[C@@H]2CO2)OC(=O)O[C@H]1CN",
  "relative_energy_ev": 0.000
}


# 3
{
  "formula": "C10H18N2O5",
  "method": "wB97M-V/def2-TZVPD",
  "symbols": ["C", "C", "C", "C", "C", "N", "C", "O", "C", "N", "C", "C", "O", "O", "C", "O", "O", "H", "H", "H", "H", "H", "H", "H", "H", "H", "H", "H", "H", "H", "H", "H", "H", "H", "H"],
  "coordinates": [[-0.1030, -2.1837, 2.6124], [1.1421, -1.9178, 1.7952], [1.0950, -1.6753, 0.2874], [2.4987, -1.1888, -0.2086], [0.0586, -0.5997, -0.0291], [0.2609, 0.5547, 0.8204], [0.0231, 1.8323, 0.4418], [-0.2359, 2.6611, 1.2843], [0.2571, 2.3452, -0.9400], [0.9382, 1.4668, -1.9573], [-1.1151, 2.7695, -1.4580], [-2.0238, 1.5239, -1.5684], [-3.0456, 1.3376, -0.9256], [-1.5912, 0.5564, -2.3963], [-1.3908, -1.0666, 0.1111], [-1.6944, -2.1445, -0.3262], [-2.1829, -0.2244, 0.7294], [-0.9390, -1.4778, 2.5463], [0.1574, -2.2980, 3.6402], [-0.6443, -3.1279, 2.3923], [1.8327, -2.8274, 1.9174], [1.7352, -1.0428, 2.3044], [0.8920, -2.5309, -0.2871], [2.8927, -0.5343, 0.5061], [2.3621, -0.5937, -1.1580], [3.1990, -2.0296, -0.4122], [0.0973, -0.1874, -0.9976], [0.2440, 0.5124, 1.8258], [0.8932, 3.2695, -0.8574], [0.3920, 1.3626, -2.7505], [1.8319, 1.9436, -2.1693], [-1.6466, 3.3834, -0.7472], [-1.0415, 3.1237, -2.5345], [-2.2567, -0.1541, -2.3237], [-2.8925, -0.8378, 0.8325]],
  "e_tot_ev": -23879.7085,
  "gap_ev": 10.043,
  "lumo_ev": 0.6,
  "smiles": "CC[C@H](C)[C@H](NC(=O)[C@@H](N)CC(=O)O)C(=O)O",
  "relative_energy_ev": 2.082
}


# 4
{
  "formula": "C10H18N2OS",
  "method": "wB97M-V/def2-TZVPD",
  "symbols": ["C", "C", "C", "C", "C", "C", "C", "C", "C", "C", "N", "N", "O", "S", "H", "H", "H", "H", "H", "H", "H", "H", "H", "H", "H", "H", "H", "H", "H", "H", "H", "H"],
  "coordinates": [[-3.0815, -0.2623, 0.5223], [-4.0223, -0.9715, -0.1477], [-2.6127, 0.3637, -1.6994], [-2.1767, 0.4043, -0.3779], [1.0458, 1.5330, -1.2806], [1.8119, 0.4724, -0.4381], [-1.0378, 1.0045, 0.1682], [0.5928, -1.3091, 0.4076], [-0.0447, 3.2334, 0.1504], [0.3995, -2.8326, 0.3490], [-0.1976, 2.0001, -0.5474], [1.7459, -3.5043, 0.9448], [1.3910, -0.8195, -0.6415], [-3.9412, -0.5979, -1.8865], [-3.1970, -0.1695, 1.6095], [-4.8031, -1.6333, 0.2970], [-2.2568, 0.8764, -2.5243], [1.7729, 2.3320, -1.4105], [0.7865, 1.2842, -2.2848], [2.8787, 0.3714, -0.6809], [1.7163, 0.6621, 0.6492], [-0.9305, 0.9433, 1.2558], [0.6184, -0.8386, 1.3248], [-0.9324, 3.3688, 0.7187], [0.6654, 3.1283, 0.9672], [0.1560, 4.0884, -0.5294], [0.2691, -3.3176, -0.6774], [-0.4002, -2.9318, 0.9865], [-0.9868, 2.1709, -1.3146], [1.9282, -4.2524, 0.3542], [1.6047, -3.8875, 1.9699], [2.5748, -2.9673, 0.8611]],
  "spin_multiplicity": 3,
  "e_tot_ev": -26503.6361,
  "gap_ev": [7.956, 7.928],
  "lumo_ev": [-5.9, -7.6],
  "total_charge": 2
}


# 5
{
  "formula": "C10H18N2S",
  "method": "wB97M-V/def2-TZVPD",
  "symbols": ["C", "C", "C", "C", "C", "C", "C", "C", "C", "C", "H", "H", "H", "H", "H", "H", "H", "H", "H", "H", "H", "H", "H", "H", "H", "H", "H", "H", "N", "N", "S"],
  "coordinates": [[-1.0416, 0.0949, -1.7053], [-0.6292, -1.2481, -1.0297], [-1.9061, -2.0098, -0.4062], [-2.0096, -1.7405, 1.1031], [-0.6962, -1.8707, 1.9820], [0.5005, -2.0698, 0.9325], [0.4710, -0.8890, -0.0558], [0.9170, 1.5143, 0.2269], [2.7124, 2.7153, -0.6420], [1.8425, 3.8647, 0.0365], [-1.5466, -0.1095, -2.7141], [-0.2503, 0.7848, -1.9085], [-1.9092, 0.4538, -1.0846], [-0.2321, -1.9008, -1.8595], [-1.8754, -3.0388, -0.8102], [-2.7996, -1.5241, -1.0023], [-2.4594, -0.6625, 1.2672], [-2.8214, -2.3849, 1.6161], [-0.8203, -2.7649, 2.6284], [-0.5598, -0.8314, 2.6106], [0.0108, -2.9525, 0.2485], [1.6160, -2.2342, 1.2666], [1.4640, -0.8765, -0.5536], [-1.0604, 0.7126, 0.6302], [3.5839, 2.3815, -0.0771], [2.8800, 2.9786, -1.6754], [1.3289, 4.3102, -0.8627], [2.4402, 4.5359, 0.6307], [0.2557, 0.3849, 0.6269], [1.8507, 1.4835, -0.6597], [0.7436, 2.8929, 1.2404]],
  "e_tot_ev": -24473.9506,
  "gap_ev": 9.186,
  "lumo_ev": 0.6,
  "relative_energy_ev": 4.228
}


# 6
{
  "formula": "C10H18N3",
  "method": "wB97M-V/def2-TZVPD",
  "symbols": ["C", "C", "C", "C", "C", "C", "C", "C", "H", "H", "H", "H", "H", "H", "H", "H", "H", "H", "C", "C", "N", "N", "N", "H", "H", "H", "H", "H", "H", "H", "H"],
  "coordinates": [[1.3231, 1.3717, 1.6854], [1.0515, 1.9887, 3.0335], [0.6065, -0.0037, 1.6031], [1.0335, -0.9743, 2.4956], [-0.5389, -0.2780, 0.8611], [0.3825, -2.2335, 2.5630], [-1.1224, -1.5367, 0.8752], [-0.7573, -2.5004, 1.8494], [0.8371, 2.0005, 0.8986], [2.3212, 1.1461, 1.3613], [0.0934, 1.6776, 3.4214], [1.9513, -0.7265, 3.0139], [-0.8429, 0.3384, 0.0141], [0.8389, -3.0170, 3.1477], [-1.9852, -1.6874, 0.2212], [-1.3068, -3.4346, 1.9096], [1.1115, 3.0624, 3.1030], [1.8620, 1.7240, 3.7186], [-1.6684, 1.4296, -3.6759], [-0.0667, -0.0537, -2.4221], [-0.9914, 0.9113, -2.4157], [-0.4096, -1.1504, -3.1233], [0.9501, -0.1597, -1.5704], [-0.9017, 1.6806, -1.7664], [-1.3772, -1.4388, -3.1619], [0.1507, -1.9899, -3.1767], [1.5475, 0.6226, -1.3533], [1.2622, -1.0657, -1.2536], [-1.4969, 0.6145, -4.3797], [-1.1395, 2.3398, -3.9626], [-2.7180, 1.3423, -3.5141]],
  "e_tot_ev": -15125.7657,
  "gap_ev": 8.807,
  "lumo_ev": -3.2,
  "total_charge": 1,
  "relative_energy_ev": 1.759
}


# 7
{
  "formula": "C10H18N3O",
  "method": "wB97M-V/def2-TZVPD",
  "symbols": ["C", "C", "C", "N", "N", "N", "H", "H", "H", "H", "H", "H", "H", "H", "H", "H", "C", "C", "C", "C", "C", "C", "C", "O", "H", "H", "H", "H", "H", "H", "H", "H"],
  "coordinates": [[-0.3031, 1.9808, 1.3161], [0.6400, 1.8845, 2.5213], [-2.4500, 1.0168, 0.6419], [-1.2674, 0.8326, 1.3544], [-2.9172, 2.2288, 0.3356], [-3.2005, -0.0543, 0.3637], [-1.0123, 2.8164, 1.4785], [0.2381, 2.0132, 0.3647], [0.8515, 2.9494, 2.6842], [1.5913, 1.3096, 2.3404], [-0.7781, -0.0189, 1.0899], [-2.5532, 3.1136, 0.6333], [-3.8334, 2.2499, -0.0794], [-2.6486, -0.9215, 0.3241], [-4.1920, -0.0932, 0.1931], [0.3181, 1.7097, 3.5395], [3.7447, -0.1554, -2.0868], [1.3236, -2.0653, 0.1080], [0.1157, -1.6557, -0.4150], [2.5278, -1.5941, -0.4485], [2.4659, -0.8038, -1.5991], [-0.0018, -0.8033, -1.5088], [1.2282, -0.3397, -2.0466], [-0.9774, -1.7455, 0.4601], [1.3868, -2.6903, 1.0051], [3.5134, -1.8570, -0.1097], [-0.8892, -0.4881, -2.0426], [-0.9921, -2.4290, 1.1379], [3.6456, 0.8404, -2.4802], [4.1132, -0.7995, -2.8481], [1.1189, 0.2810, -2.9280], [4.4873, 0.0347, -1.3253]],
  "e_tot_ev": -17173.5824,
  "gap_ev": 9.274,
  "lumo_ev": -2.6,
  "total_charge": 1,
  "relative_energy_ev": 1.491
}